Formula: C49H142N6O25
Source: OMol25
Level of theory: ωB97M-V/def2-TZVPD

XYZ file:
```
222
Properties=species:S:1:pos:R:3:mulliken_charge:R:1
C 0.92733 -4.28180 -1.51883 -0.98
O -0.23764 -3.82208 -0.86129 -0.29
H 1.75233 -4.24215 -0.80061 0.16
H 0.85755 -5.32886 -1.81553 0.32
H 1.17642 -3.77610 -2.43744 0.39
H -0.10623 -2.82190 -0.69483 0.02
C -2.86756 -3.08175 7.00766 -0.94
O -2.80993 -2.95873 5.64537 0.27
H -2.07262 -2.50302 7.46761 0.30
H -3.78041 -2.59053 7.38215 0.28
H -2.85581 -4.07845 7.39308 0.32
H -3.47136 -3.53981 5.25565 0.03
C 1.05380 2.18911 3.26714 0.06
O 2.06904 1.16537 3.31746 -0.25
H 0.76425 2.56360 4.24686 0.46
H 1.54349 3.02910 2.74345 -0.55
H 0.15804 1.82655 2.67297 0.09
H 1.77719 0.52012 4.02602 0.06
C -2.78143 -2.80237 -6.09443 -0.46
O -4.10826 -2.75416 -5.57454 -0.49
H -2.37275 -3.79050 -5.78834 0.21
H -2.78115 -2.73581 -7.18083 0.38
H -2.10503 -2.01689 -5.69316 0.11
H -4.48687 -1.97194 -5.92164 0.27
C 1.22805 -1.01445 7.09004 -0.82
O 0.98721 -1.17298 5.65649 -0.16
H 2.25277 -0.70736 7.19894 0.25
H 0.55202 -0.24310 7.45559 0.31
H 1.03665 -1.96177 7.61963 0.26
H 0.15669 -1.62846 5.49365 0.06
C 4.22519 -1.18124 -3.67548 -0.18
O 3.13843 -1.33991 -4.50072 -0.49
H 4.18101 -1.83225 -2.83439 0.24
H 5.17500 -1.42389 -4.18377 0.38
H 4.40065 -0.12259 -3.39412 -0.18
H 3.19810 -0.60735 -5.13460 0.33
C -1.19350 -6.75539 1.06794 -0.93
O -0.99941 -5.41684 1.34456 0.12
H -1.50517 -7.15360 2.03532 0.25
H -2.07255 -6.98548 0.42271 0.26
H -0.27042 -7.29902 0.75525 0.31
H -0.67241 -4.90589 0.56693 0.16
C 0.13209 -5.19131 5.27569 -0.35
O 1.05914 -4.81756 4.24036 -0.50
H 0.37040 -4.70140 6.21258 0.25
H -0.89387 -4.92047 5.14829 -0.12
H 0.31427 -6.26939 5.46299 0.35
H 0.56157 -4.79561 3.42252 0.24
C -3.00491 -4.29018 -2.33483 -0.30
O -3.85293 -3.17739 -2.56552 -0.41
H -2.96133 -4.41046 -1.25358 -0.06
H -3.41585 -5.23108 -2.74423 0.54
H -1.98535 -4.21675 -2.64726 0.10
H -4.01109 -3.03710 -3.50769 0.14
C -3.46525 -2.15665 0.36289 -0.10
O -4.89957 -2.27444 0.12815 -0.79
H -3.38211 -1.42217 1.10751 0.20
H -2.97130 -3.03777 0.75060 -0.05
H -3.02670 -1.84513 -0.58238 0.10
H -4.98598 -2.86304 -0.63524 0.28
C -2.48873 0.80792 4.58504 -0.18
O -3.42885 -0.10078 5.16003 -0.56
H -2.94072 1.78578 4.44977 0.43
H -1.58528 0.88473 5.23652 0.14
H -2.09316 0.40592 3.60325 -0.12
H -3.01535 -0.94741 5.36776 0.18
C -4.98366 2.82139 -3.85220 -0.44
O -3.77563 3.34947 -3.26427 -0.42
H -5.01425 3.06682 -4.88839 0.28
H -4.90344 1.76070 -3.79951 0.15
H -5.87069 3.20664 -3.37257 0.24
H -2.97298 3.12905 -3.71751 0.22
C -5.78915 -1.69776 3.10640 -1.07
O -6.33732 -2.64478 2.17674 -0.56
H -6.41771 -1.60687 3.95310 0.46
H -4.85295 -2.13291 3.56517 0.30
H -5.71209 -0.70087 2.73620 0.48
H -5.83978 -2.54533 1.35294 0.46
C 4.25183 -4.36245 1.48439 -0.75
O 4.39180 -2.99061 0.97263 -0.24
C 4.62926 -2.15777 2.07071 -0.56
C 4.76527 -0.68773 1.62622 0.59
N 4.80018 0.27591 2.72973 -0.28
C 5.01274 1.67010 2.34579 -0.07
C 5.50284 2.45877 3.56230 -0.60
O 5.81441 3.77193 3.13330 -0.28
C 6.15148 4.62297 4.20357 -0.89
H 5.12345 -4.71512 2.05806 0.35
H 4.10325 -5.09311 0.67893 0.28
H 3.37497 -4.49163 2.13356 0.20
H 5.50826 -2.46952 2.63619 0.61
H 3.79521 -2.31780 2.77713 0.14
H 3.92637 -0.51308 0.90941 -0.78
H 5.64152 -0.54877 0.95128 0.48
H 3.95203 0.22385 3.28264 0.34
H 4.07838 2.11457 2.00736 -0.21
H 5.75384 1.73966 1.55673 0.50
H 6.44139 1.99953 3.89924 0.30
H 4.78312 2.55038 4.41439 0.29
H 6.44748 5.56771 3.73940 0.21
H 7.01701 4.25726 4.80213 0.28
H 5.25900 4.67627 4.81605 0.39
C -11.12032 -6.75919 4.89140 -0.81
O -9.98824 -6.28786 4.27047 -0.24
C -9.89661 -4.91478 4.06644 -0.58
C -8.74246 -4.62345 3.20075 -0.76
N -7.45127 -4.54691 3.87115 0.02
C -6.77106 -5.84356 4.01575 -0.65
C -5.52283 -5.73431 4.90250 -0.87
O -4.55667 -4.84541 4.33063 -0.14
C -3.99990 -5.38539 3.12010 -0.14
H -11.15373 -6.51241 5.92577 0.36
H -11.04898 -7.84614 4.87793 0.23
H -12.03296 -6.35428 4.46612 0.30
H -9.83250 -4.44998 5.06086 0.31
H -10.91749 -4.60320 3.64907 0.43
H -8.85039 -3.66537 2.75827 0.49
H -8.75143 -5.31163 2.33070 0.29
H -6.82859 -3.93489 3.33545 0.09
H -6.45552 -6.27348 3.07456 0.25
H -7.45926 -6.62799 4.37955 0.48
H -4.97751 -6.65610 5.06702 0.42
H -5.81849 -5.38684 5.87562 0.38
H -3.65387 -6.40838 3.26218 0.35
H -3.23010 -4.66727 2.75647 -0.47
H -4.76025 -5.45402 2.30232 0.24
C 2.92551 5.96395 3.05517 -0.92
O 2.03418 5.51427 1.99804 -0.36
C 2.70682 5.63411 0.73870 -0.35
C 1.63805 5.41756 -0.30995 -0.73
N 0.97887 4.14478 -0.07515 0.54
C -0.19341 4.04102 -0.85867 -1.72
C -0.98487 2.82376 -0.58381 1.34
O -1.49864 2.86375 0.77712 -0.57
C -2.42095 1.77372 0.99217 -0.34
H 3.84725 5.42524 3.13091 0.28
H 2.38635 5.78181 3.97949 0.33
H 3.04699 7.03087 3.06040 0.42
H 3.53241 4.90967 0.66259 0.04
H 3.10616 6.66326 0.62093 0.52
H 2.18808 5.45180 -1.24731 0.06
H 0.94088 6.23916 -0.28631 0.54
H 0.64932 4.11052 0.89795 0.13
H 0.01359 4.05724 -1.93540 0.38
H -0.90145 4.91802 -0.69027 0.52
H -0.43232 1.89823 -0.74611 -0.54
H -1.88430 2.80552 -1.29712 0.13
H -3.11249 1.66958 0.13793 0.27
H -2.97455 2.03598 1.88636 0.37
H -1.98404 0.76512 1.16543 -0.11
C -2.87609 0.13821 -2.98726 -0.71
O -1.66873 0.02875 -2.18109 0.57
C -0.69491 -0.83575 -2.74279 -1.07
C 0.56644 -0.67818 -1.76419 0.16
N 0.18364 -1.33653 -0.52566 1.28
C 1.16821 -1.14040 0.47656 -0.80
C 0.79936 -1.88337 1.74664 -1.24
O -0.41186 -1.35126 2.20537 1.46
C -1.13827 -2.28608 2.98848 1.66
H -2.70300 0.71529 -3.92667 0.34
H -3.64493 0.65250 -2.40035 0.13
H -3.24942 -0.84916 -3.20795 0.04
H -0.50252 -0.54971 -3.76353 0.75
H -1.06963 -1.88342 -2.77231 -0.34
H 0.78209 0.37809 -1.73412 -0.76
H 1.45905 -1.15447 -2.14286 0.19
H -0.72361 -0.99158 -0.26925 0.11
H 1.29351 -0.08864 0.78748 -0.02
H 2.15525 -1.60103 0.24713 0.27
H 1.59233 -1.78144 2.47340 0.38
H 0.70437 -2.95734 1.52533 -0.05
H -1.90666 -1.72648 3.54828 -0.85
H -0.50615 -2.78855 3.69747 -0.32
H -1.65793 -3.04703 2.39129 -1.03
C 3.44559 1.36265 -1.37501 0.22
O 4.16030 2.03214 -2.42819 -0.50
C 4.69805 3.29015 -1.94756 0.15
C 5.47776 4.02293 -2.97623 -0.63
N 5.43137 5.42719 -2.72087 -0.13
C 6.67738 6.08100 -3.04851 -0.98
C 7.10164 5.86992 -4.53187 -0.34
O 6.14923 6.36706 -5.41171 -0.32
C 6.52158 6.05451 -6.73746 -0.73
H 4.05479 0.98702 -0.57328 1.21
H 2.89929 0.52869 -1.86521 -0.79
H 2.65569 1.95758 -0.93267 -0.24
H 5.17542 3.09053 -0.98516 0.32
H 3.83327 3.89491 -1.60351 -0.78
H 5.02018 3.79444 -3.97609 0.14
H 6.51125 3.65934 -3.02095 0.61
H 4.67216 5.87744 -3.25042 0.29
H 7.42006 5.66569 -2.37942 0.43
H 6.58424 7.16153 -2.83860 0.38
H 7.21378 4.78179 -4.73075 0.30
H 8.07364 6.32409 -4.76783 0.38
H 7.54341 6.35379 -6.92780 0.39
H 5.79307 6.58790 -7.30378 0.17
H 6.43297 4.96764 -6.87908 0.33
C 4.10583 5.01569 -9.32240 -0.53
O 2.92023 4.33706 -9.44895 -0.39
C 1.78504 5.11396 -9.16031 -0.69
C 1.66742 5.64832 -7.72723 -0.60
N 1.60442 4.63121 -6.68925 -0.06
C 1.95167 5.07446 -5.37546 -0.98
C 1.99027 3.84647 -4.48363 0.48
O 0.62564 3.44409 -4.35914 -0.38
C 0.47631 2.12420 -3.91015 -0.19
H 4.85139 4.48018 -9.87913 0.34
H 4.41417 5.06998 -8.25821 0.01
H 4.04485 6.06073 -9.69788 0.34
H 0.91774 4.42477 -9.37427 0.29
H 1.75940 5.96554 -9.84567 0.45
H 0.75317 6.24286 -7.68471 0.39
H 2.51845 6.29955 -7.39771 0.36
H 0.68668 4.17695 -6.63113 0.19
H 1.29047 5.83005 -4.94613 0.26
H 2.92552 5.61435 -5.39208 0.35
H 2.40445 4.02811 -3.51428 -0.44
H 2.55505 3.03288 -4.92624 0.39
H 0.90980 1.40997 -4.62379 0.42
H -0.59593 2.00048 -3.76280 -0.08
H 1.00902 1.94916 -2.96946 0.12
```

Summary:
* frontier orbital gap: 8.35 eV
* max |F|: 3.1 eV/Å
* relative energy (zero: lowest compared OMol25 entry of this formula, charge and spin): 0.0 kcal/mol
* spin multiplicity: 1
* charge: 0